# 1
DFT (ωB97M-V/def2-TZVPD) results for a cluster of 9 separate species, C55H137N8O6 in total at a distorted geometry.

```
! RIJCOSX wB97M-V def2-TZVPD def2/J DEFGRID3
* xyz 7 1
C -0.645 1.201 2.094
C -0.149 -0.037 1.303
C -0.863 -0.107 -0.084
O 1.208 -0.221 1.143
H -0.213 1.167 3.102
H -1.726 1.224 2.257
H -0.342 2.158 1.652
H -0.537 -0.880 1.931
H -1.930 0.155 0.006
H -0.888 -1.138 -0.428
H -0.444 0.702 -0.686
C 0.244 -6.940 -6.830
C 0.725 -5.466 -6.950
C 1.175 -4.883 -5.619
N 0.204 -3.897 -4.927
C -1.115 -4.622 -4.705
C -2.139 -3.806 -3.911
C -1.482 -3.256 -2.653
C -0.164 -2.526 -2.895
C 0.815 -3.422 -3.635
C 0.009 -2.744 -5.879
H 0.171 -7.328 -7.840
H -0.728 -6.984 -6.333
H 0.942 -7.505 -6.217
H 0.015 -4.831 -7.471
H 1.636 -5.600 -7.536
H 2.013 -4.197 -5.768
H 1.437 -5.652 -4.895
H -0.777 -5.425 -4.043
H -1.459 -5.016 -5.653
H -2.873 -4.537 -3.568
H -2.652 -3.099 -4.564
H -1.287 -4.119 -2.002
H -2.039 -2.624 -1.953
H 0.327 -2.268 -1.951
H -0.332 -1.563 -3.379
H 1.169 -4.321 -3.130
H 1.712 -2.851 -3.894
H 0.997 -2.420 -6.188
H -0.541 -1.989 -5.327
H -0.645 -3.060 -6.683
C 4.156 1.932 -7.606
C 3.967 2.041 -6.086
C 2.495 1.806 -5.775
N 2.041 1.928 -4.322
C 1.945 3.397 -3.964
C 1.496 3.614 -2.540
C 2.389 2.807 -1.589
C 2.623 1.351 -1.949
C 3.011 1.206 -3.418
C 0.715 1.245 -4.282
H 5.209 2.050 -7.850
H 3.606 2.691 -8.160
H 3.850 0.942 -7.951
H 4.289 3.041 -5.784
H 4.622 1.309 -5.614
H 2.240 0.833 -6.203
H 1.864 2.500 -6.334
H 2.967 3.713 -4.184
H 1.330 3.846 -4.744
H 1.668 4.674 -2.352
H 0.452 3.368 -2.346
H 3.361 3.317 -1.519
H 2.086 2.961 -0.549
H 3.540 1.027 -1.451
H 1.805 0.720 -1.596
H 3.985 1.638 -3.635
H 3.033 0.171 -3.767
H 0.786 0.262 -4.742
H 0.092 1.807 -4.982
H 0.298 1.260 -3.281
C -6.834 1.990 -7.663
C -6.820 1.655 -6.155
C -5.398 1.439 -5.718
N -5.228 1.236 -4.190
C -5.682 2.421 -3.399
C -5.235 2.395 -1.946
C -3.714 2.363 -1.840
C -3.327 1.026 -2.466
C -3.746 0.976 -3.921
C -5.997 0.013 -3.850
H -6.653 3.055 -7.797
H -7.825 1.816 -8.076
H -6.127 1.368 -8.209
H -7.430 0.770 -5.973
H -7.308 2.483 -5.641
H -4.772 2.312 -5.931
H -4.835 0.607 -6.141
H -5.427 3.348 -3.913
H -6.772 2.406 -3.376
H -5.716 3.280 -1.526
H -5.690 1.534 -1.453
H -3.251 3.141 -2.451
H -3.457 2.445 -0.786
H -2.239 0.888 -2.404
H -3.667 0.183 -1.855
H -3.294 1.829 -4.436
H -3.500 0.057 -4.448
H -5.703 -0.808 -4.504
H -7.067 0.167 -3.940
H -5.780 -0.336 -2.840
C 5.206 -3.376 -0.257
N 4.720 -2.020 -0.651
C 5.569 -1.497 -1.770
C 3.383 -2.256 -1.261
C 4.633 -1.054 0.497
C 4.256 -1.737 1.808
O 3.016 -2.386 1.809
H 6.120 -3.286 0.334
H 5.465 -3.989 -1.117
H 4.496 -3.907 0.368
H 5.125 -0.551 -2.084
H 5.613 -2.206 -2.587
H 6.547 -1.232 -1.373
H 2.694 -2.822 -0.648
H 3.453 -2.633 -2.280
H 2.907 -1.284 -1.458
H 3.963 -0.230 0.259
H 5.622 -0.631 0.699
H 4.397 -1.009 2.624
H 5.008 -2.471 2.107
H 2.302 -1.714 1.691
C -4.287 -4.400 4.865
N -3.925 -3.179 4.076
C -2.824 -2.397 4.738
C -3.458 -3.592 2.723
C -5.110 -2.230 3.976
C -6.346 -2.713 3.210
O -6.301 -2.296 1.860
H -5.114 -4.910 4.388
H -4.642 -4.078 5.847
H -3.379 -4.967 5.052
H -1.930 -2.990 4.570
H -3.090 -2.240 5.782
H -2.790 -1.399 4.308
H -4.282 -3.952 2.120
H -2.747 -4.406 2.859
H -2.972 -2.747 2.238
H -4.789 -1.268 3.590
H -5.442 -2.135 5.013
H -7.250 -2.389 3.722
H -6.430 -3.805 3.254
H -5.944 -2.972 1.281
C 1.187 -2.373 4.789
N 1.357 -1.896 6.190
C 0.914 -0.501 6.366
C 0.414 -2.784 6.999
C 2.743 -2.160 6.729
C 3.897 -1.909 5.794
O 3.971 -0.471 5.613
H 0.147 -2.273 4.478
H 1.387 -3.429 4.625
H 1.795 -1.738 4.146
H 0.921 -0.259 7.429
H -0.105 -0.416 5.996
H 1.635 0.175 5.911
H 0.603 -2.554 8.045
H 0.749 -3.813 6.871
H -0.582 -2.666 6.594
H 2.820 -3.158 7.160
H 2.818 -1.484 7.583
H 3.731 -2.418 4.843
H 4.837 -2.165 6.275
H 4.895 -0.278 5.432
C 6.175 4.227 4.058
N 4.802 3.625 4.023
C 4.523 2.834 5.251
C 3.777 4.689 3.827
C 4.704 2.711 2.797
C 3.334 2.269 2.303
O 2.501 1.572 3.206
H 6.906 3.429 3.959
H 6.318 4.731 5.012
H 6.232 4.935 3.236
H 4.535 3.537 6.086
H 5.388 2.210 5.478
H 3.607 2.262 5.166
H 3.874 5.376 4.670
H 2.786 4.250 3.889
H 3.983 5.260 2.927
H 5.325 1.842 3.026
H 5.238 3.258 2.020
H 3.596 1.551 1.515
H 2.815 3.106 1.825
H 1.881 1.051 2.643
C -2.528 3.938 3.269
N -1.856 4.343 4.584
C -0.475 3.738 4.603
C -1.868 5.851 4.686
C -2.709 3.723 5.660
C -2.391 4.158 7.062
O -0.997 4.177 7.328
H -3.403 4.590 3.292
H -2.898 2.922 3.315
H -1.873 4.241 2.462
H -0.031 3.781 3.613
H -0.501 2.749 5.041
H 0.104 4.400 5.245
H -2.892 6.200 4.741
H -1.371 6.175 3.771
H -1.193 6.091 5.503
H -2.733 2.645 5.478
H -3.762 3.964 5.478
H -2.892 3.452 7.745
H -2.943 5.043 7.404
H -0.919 4.229 8.288
*
```

- HOMO level: -20.95 eV

=====

# 2
DFT (ωB97M-V/def2-TZVPD) results for a structure of composition C55H37BrClF3N6O11RbSb.

```
! RIJCOSX wB97M-V def2-TZVPD def2/J DEFGRID3
* xyz -2 1
Rb 0.546 -1.203 0.160
N 0.973 -0.922 -3.358
C 1.143 0.069 -4.291
C 1.245 -0.111 -5.651
C 1.475 0.993 -6.501
C 1.597 2.266 -6.026
C 1.479 2.495 -4.629
C 1.555 3.776 -4.029
C 1.402 3.901 -2.681
C 1.160 2.740 -1.908
N 1.093 1.543 -2.429
C 1.255 1.409 -3.768
H 0.574 -1.797 -3.651
H 0.574 -0.549 -2.508
H 1.153 -1.105 -6.076
H 1.555 0.811 -7.567
H 1.772 3.101 -6.695
H 1.731 4.645 -4.655
H 1.453 4.861 -2.183
H 1.027 2.808 -0.834
C 3.883 1.222 -0.222
O 3.478 -0.143 -0.165
C 4.436 -1.087 -0.221
C 5.726 -0.869 -0.677
C 6.585 -1.952 -0.810
Br 8.356 -1.635 -1.443
C 6.196 -3.236 -0.532
C 4.900 -3.460 -0.045
C 4.042 -2.384 0.172
O 2.798 -2.574 0.667
C 4.505 -4.854 0.220
N 5.317 -5.883 0.103
C 4.533 -6.986 0.389
C 4.865 -8.343 0.415
C 3.869 -9.251 0.720
C 2.556 -8.830 0.993
C 2.206 -7.494 0.972
C 3.219 -6.586 0.672
N 3.232 -5.217 0.557
H 4.273 1.473 -1.213
H 4.638 1.418 0.544
H 2.988 1.795 -0.009
H 6.049 0.124 -0.953
H 6.861 -4.076 -0.670
H 2.578 -1.870 1.415
H 5.880 -8.653 0.197
H 4.100 -10.310 0.746
H 1.798 -9.570 1.221
H 1.192 -7.168 1.171
H 2.515 -4.518 0.689
O 0.068 -1.025 2.745
C 1.136 -0.398 2.847
O 2.266 -0.810 2.427
C 1.127 1.014 3.375
C 1.135 1.286 4.705
C 1.210 2.630 5.132
C 1.315 3.666 4.241
C 1.313 3.387 2.878
C 1.127 2.054 2.344
O 0.939 1.734 1.145
N 1.486 4.543 2.018
O 1.314 5.664 2.496
O 1.793 4.385 0.845
N 1.216 2.928 6.550
O 1.332 4.092 6.916
O 1.082 1.998 7.336
H 1.104 0.485 5.430
H 1.392 4.682 4.583
F -8.128 -0.210 -0.284
C -6.821 0.142 -0.233
C -6.429 1.114 0.663
C -5.088 1.482 0.687
C -4.159 0.880 -0.155
C -4.596 -0.115 -1.027
C -5.932 -0.487 -1.079
Sb -2.105 1.468 -0.293
C -2.525 2.885 -1.839
C -2.001 2.672 -3.108
C -2.311 3.504 -4.180
C -3.170 4.554 -3.954
F -3.485 5.377 -4.983
C -3.737 4.800 -2.717
C -3.411 3.951 -1.669
C -2.164 2.741 1.413
C -2.339 2.117 2.649
C -2.332 2.839 3.833
C -2.131 4.203 3.763
F -2.123 4.918 4.909
C -1.913 4.860 2.571
C -1.923 4.112 1.398
H -7.159 1.568 1.323
H -4.778 2.252 1.385
H -3.876 -0.633 -1.658
H -6.282 -1.261 -1.750
H -1.328 1.841 -3.292
H -1.890 3.339 -5.165
H -4.418 5.633 -2.594
H -3.873 4.127 -0.705
H -2.473 1.039 2.707
H -2.454 2.359 4.796
H -1.704 5.922 2.564
H -1.726 4.627 0.465
Cl -6.924 -2.774 2.734
C -5.425 -2.823 1.827
C -5.342 -3.639 0.712
C -4.159 -3.656 -0.014
C -3.076 -2.869 0.365
C -3.179 -2.074 1.502
C -4.358 -2.046 2.236
C -1.794 -2.848 -0.455
O -0.968 -3.757 -0.276
O -1.654 -1.828 -1.188
H -6.190 -4.244 0.418
H -4.064 -4.292 -0.887
H -2.330 -1.482 1.838
H -4.441 -1.423 3.117
*
```

- Energy relative to the best compared isomer or geometry (same formula, charge and spin): 0.0 kcal/mol
- HOMO level: -3.64 eV

=====

# 3
DFT (ωB97M-V/def2-TZVPD) results for a structure of composition C55H37BrF15GeN9O2PdS at a distorted geometry.

```
! RIJCOSX wB97M-V def2-TZVPD def2/J DEFGRID3
* xyz 4 1
Pd 0.290 0.927 1.154
C -6.766 -11.108 0.958
O -6.339 -10.117 -0.050
C -5.750 -9.031 0.227
C -5.412 -8.201 -0.903
C -4.757 -7.049 -0.715
C -4.394 -6.609 0.628
C -4.769 -7.452 1.755
C -5.414 -8.614 1.573
C -3.707 -5.441 0.771
N -3.274 -4.643 -0.273
C -2.624 -3.647 0.242
C -2.614 -3.740 1.709
N -3.283 -4.842 1.990
C -1.961 -2.780 2.528
C -1.889 -2.847 3.928
C -1.193 -1.876 4.606
C -0.592 -0.864 3.865
N -0.645 -0.789 2.535
C -1.317 -1.714 1.855
C -1.336 -1.584 0.374
N -0.696 -0.537 -0.165
C -0.658 -0.431 -1.496
C -1.256 -1.346 -2.353
C -1.923 -2.426 -1.813
C -1.962 -2.545 -0.423
H -7.256 -11.876 0.374
H -7.461 -10.631 1.642
H -5.879 -11.496 1.451
H -5.703 -8.556 -1.884
H -4.482 -6.420 -1.550
H -4.520 -7.154 2.767
H -5.682 -9.243 2.412
H -3.481 -5.192 2.917
H -2.376 -3.645 4.477
H -1.100 -1.891 5.684
H -0.031 -0.078 4.358
H -0.113 0.428 -1.872
H -1.178 -1.206 -3.423
H -2.405 -3.166 -2.440
N 4.762 4.554 2.528
C 4.243 3.954 3.629
O 4.202 4.442 4.734
C 3.644 2.584 3.404
C 4.123 1.484 4.103
C 3.507 0.260 3.900
C 2.421 0.187 3.052
N 1.907 1.262 2.434
C 2.547 2.430 2.580
H 5.239 5.434 2.658
H 4.935 4.037 1.685
H 4.967 1.591 4.774
H 3.865 -0.639 4.383
H 1.935 -0.760 2.864
H 2.153 3.282 2.046
Br -0.384 6.460 3.087
C -1.098 4.738 3.319
C -2.143 4.492 4.194
C -2.640 3.197 4.263
C -2.071 2.216 3.469
N -1.041 2.443 2.649
C -0.576 3.691 2.582
H -2.560 5.288 4.797
H -3.464 2.957 4.921
H -2.464 1.205 3.487
H 0.237 3.875 1.892
C -3.468 4.935 -1.208
C -2.722 3.956 -0.267
N -1.457 3.518 -0.864
C -1.723 2.963 -2.192
C -2.238 4.057 -3.159
N -2.525 5.279 -2.329
C -1.241 5.824 -1.766
C -0.557 4.670 -0.996
H -3.749 5.866 -0.720
H -4.357 4.499 -1.660
H -3.346 3.085 -0.072
H -2.509 4.434 0.689
H -2.456 2.162 -2.093
H -0.800 2.545 -2.584
H -3.159 3.782 -3.670
H -1.495 4.343 -3.902
H -2.956 5.989 -2.919
H -1.504 6.667 -1.130
H -0.645 6.188 -2.601
H -0.259 5.016 -0.007
H 0.342 4.339 -1.516
F 4.247 0.443 1.197
C 5.147 0.150 0.236
C 4.794 0.272 -1.088
C 5.753 -0.078 -2.026
F 5.447 0.045 -3.329
C 7.012 -0.521 -1.678
F 7.900 -0.842 -2.602
C 7.335 -0.620 -0.330
F 8.527 -1.036 0.034
C 6.396 -0.282 0.633
F 6.691 -0.378 1.924
Ge 3.097 0.912 -1.783
S 1.580 1.864 -0.441
C 2.381 -0.610 -2.791
C 2.010 -1.733 -2.073
F 2.023 -1.682 -0.722
C 1.611 -2.908 -2.669
F 1.211 -3.944 -1.931
C 1.605 -2.991 -4.053
F 1.215 -4.105 -4.641
C 1.993 -1.897 -4.813
F 1.987 -1.974 -6.132
C 2.376 -0.729 -4.173
F 2.748 0.297 -4.938
C 3.295 2.519 -2.875
C 4.443 3.298 -2.888
F 5.477 2.979 -2.107
C 4.561 4.439 -3.664
F 5.672 5.150 -3.647
C 3.484 4.849 -4.436
F 3.559 5.945 -5.157
C 2.312 4.105 -4.424
F 1.245 4.510 -5.120
C 2.250 2.959 -3.666
F 1.098 2.248 -3.711
*
```

- HOMO level (spin up / spin down): -16.21 / -16.21 eV

=====

Number 1: energy -3064.31425 a.u.. Number 2: energy -6872.54343 a.u.. Number 3: energy -9435.02594 a.u..